Record 1
Here is C34H49N4P2Rh as an isolated structure at a distorted geometry from OMol25. Energies are from ωB97M-V with the def2-TZVPD basis set.

Geometry as ORCA input:
```
! wB97M-V def2-TZVPD RIJCOSX def2/J DEFGRID3
* xyz 0 1
Rh 0.08538 -0.21298 -0.01403
P -0.29288 1.46259 1.64815
P -1.89657 -1.18525 0.62764
N -2.98030 -1.17659 3.12559
N 2.67893 1.26962 -0.83956
N 0.06387 -1.11474 -2.00494
N -1.47752 0.91424 4.03016
C -3.76626 -1.26481 6.69449
C 2.09699 -2.58664 0.93318
C 2.23677 -2.04562 -4.40289
C -2.22191 0.22787 4.91501
C -0.60485 3.82335 3.27058
C 4.55110 -1.89824 3.74239
C 2.99157 -4.00366 2.87941
C 1.74123 0.69326 -0.50234
C -2.18472 -0.51462 2.29385
C -3.36602 -1.41846 -1.73444
C 3.78848 -4.14493 4.00488
C -1.41944 0.55190 2.76326
C -3.17394 0.82597 -0.66200
C -2.27481 -2.94649 0.95474
C -0.93586 3.26452 1.88766
C -2.45069 3.34036 1.68741
C 1.46856 -4.09975 -3.14309
C 2.96059 -2.80986 2.16897
C -3.78976 -1.58444 5.34477
C 0.49423 -1.86796 -2.76852
C 4.56579 -3.09160 4.44660
C 1.03619 -2.76441 -3.76947
C -3.39027 -0.66353 -0.40552
C -0.21535 4.06751 0.80582
C -3.02816 -0.86676 4.42988
C -4.72949 -0.88701 0.29371
C 1.14137 -1.48174 1.26275
C 1.26459 -3.83238 0.53815
C -2.22066 0.52418 6.27211
C -2.98907 -0.21882 7.15693
C 3.02212 -2.24985 -0.24927
C 1.22382 1.56102 2.67917
C -0.03300 -3.02159 -4.84123
C 3.75302 -1.75579 2.62289
H -0.49393 5.11831 0.86289
H -2.83532 4.26728 2.10933
H 3.74539 -0.81059 2.09510
H -3.91961 1.22650 -1.34946
H 2.39576 -4.84601 2.56622
H -1.56709 -3.32275 1.68927
H -2.71264 3.32949 0.63352
H -3.24839 1.35765 0.28327
H -2.40713 -1.29018 -2.23667
H 0.38186 -3.67120 -5.60822
H 5.15567 -1.06618 4.07572
H 1.89821 -4.65655 0.21186
H 0.96157 1.75228 3.71744
H -1.10915 4.78121 3.39151
H -2.17018 -3.50998 0.03038
H -0.47267 3.68976 -0.18390
H -0.95005 3.15623 4.05861
H 0.86526 3.98987 0.92317
H 0.70721 -1.54773 2.26477
H 0.60703 -3.54508 -0.28109
H 2.42744 -2.02023 -1.12928
H 3.63808 -1.38037 -0.04595
H -1.59309 1.33366 6.61174
H -4.35649 -1.85175 7.38074
H 1.87329 2.34832 2.29394
H 3.67251 -3.09990 -0.44878
H 1.74859 0.61136 2.59067
H -4.70848 -0.52608 1.32087
H -3.28273 -3.04816 1.34981
H 5.16686 -3.18778 5.33982
H -2.95727 2.52161 2.19699
H -4.39298 -2.40268 4.98373
H -5.51088 -0.34752 -0.24300
H -3.54705 -2.48277 -1.59273
H -2.17576 1.00149 -1.08895
H 1.84222 -4.76266 -3.92184
H 2.94441 -1.72353 -3.64219
H 2.74061 -2.72139 -5.08865
H -0.34883 -2.09119 -5.30546
H -2.97087 0.02128 8.20847
H 0.64175 -4.16880 1.36471
H 1.90346 -1.16786 -4.95356
H 3.78928 -5.08218 4.54297
H -5.00027 -1.94156 0.30384
H 2.25957 -3.94805 -2.41357
H -0.90507 -3.50665 -4.40811
H 0.45856 4.00428 3.38949
H 0.62666 -4.58858 -2.65683
H -4.14968 -1.02773 -2.38423
*
```

Summary:
molecular weight	678.6	g mol⁻¹
electronic energy	-63597.947	eV
energy above the lowest of the compared OMol25 structures with the same formula, charge and spin	1.861	eV
LUMO (alpha / beta)	-0.8 / -0.8	eV

Here are the Mulliken charges for atoms 1 to 8, given in e: -1.061 2.003 1.862 -0.220 -1.028 -0.351 0.206 -0.589

***

Record 2
Here is C3H3NaO2 as an isolated structure at a distorted geometry from OMol25. Energies are from ωB97M-V with the def2-TZVPD basis set.

Geometry as ORCA input:
```
! wB97M-V def2-TZVPD RIJCOSX def2/J DEFGRID3
* xyz 0 1
Na 2.44081 2.60259 -0.29791
O 0.52642 1.27676 0.12270
O 2.17946 -1.34753 0.08486
C 0.13853 0.02150 0.19234
C 1.04778 -0.99953 0.27432
C -1.30297 -0.32507 -0.05533
H -1.41816 -1.12538 -0.80029
H -1.85143 0.56188 -0.40843
H -1.76045 -0.66523 0.88774
*
```

Summary:
molecular weight	94.0	g mol⁻¹
electronic energy	-11668.504	eV
energy above the lowest of the compared OMol25 structures with the same formula, charge and spin	2.826	eV
LUMO (alpha / beta)	-1.4 / -1.4	eV

Here are the natural (NBO) charges for atoms 1 to 8, given in e: 0.955 -0.942 -0.547 0.106 0.453 -0.657 0.204 0.219

***

Record 3
Here is the molecule C6H10O from OMol25. Energies are from ωB97M-V with the def2-TZVPD basis set.

Geometry as ORCA input:
```
! wB97M-V def2-TZVPD RIJCOSX def2/J DEFGRID3
* xyz 0 1
O -2.45421 -1.02905 0.20677
C -1.08864 0.99302 -0.44368
C -0.04340 -0.70982 1.05455
C -0.34598 -0.18198 -1.02724
C -1.23951 -0.36400 0.17026
C 1.99623 0.54737 -0.10008
C 0.89056 -0.50585 -0.18340
H -3.02933 -0.55301 0.81916
H 1.30967 -1.46796 -0.49570
H 1.80135 1.28213 0.68855
H -0.55866 1.80002 0.06168
H 0.13500 -0.05446 1.91686
H 2.97006 0.09526 0.11146
H -1.94649 1.30948 -1.03207
H -0.51152 -0.49976 -2.05198
H 2.08578 1.09843 -1.04183
H -0.07568 -1.75028 1.38871
*
```

Summary:
molecular weight	98.1	g mol⁻¹
electronic energy	-8429.888	eV
SMILES string	C[C@H]1C[C@@]2(O)C[C@@H]12
energy above the lowest of the compared OMol25 structures with the same formula, charge and spin	1.352	eV
LUMO	1.0	eV

Here are the natural (NBO) charges for atoms 1 to 8, given in e: -0.689 -0.456 -0.417 -0.235 0.242 -0.619 -0.203 0.472

***

Record 4
Here is a 8-piece molecular cluster, C5H27NO7 overall at a distorted geometry from OMol25. Energies are from ωB97M-V with the def2-TZVPD basis set.

Geometry as ORCA input:
```
! wB97M-V def2-TZVPD RIJCOSX def2/J DEFGRID3
* xyz 0 1
O 1.22742 3.16909 -2.45446
O 1.47178 0.88543 3.05448
O -1.21130 -3.88851 -0.09262
O 0.11711 2.53087 1.21354
O -2.83509 -0.16191 3.15835
O -3.02276 -0.67543 0.08904
O -0.44596 -1.19333 3.44725
N -1.04966 1.18624 -1.08037
C 3.05180 -0.07341 -1.35246
C 1.92782 0.14730 -0.28469
C -0.15069 0.15034 -1.71745
C -0.91371 -0.93844 -2.45341
C 0.62770 -0.58941 -0.70775
H 0.94486 -1.61063 -0.95349
H 2.54030 -0.24057 -2.29775
H -2.10488 -0.62425 3.69500
H 2.16562 -0.27586 0.73733
H -1.80836 0.57831 -0.63924
H -2.52858 0.80796 3.03547
H -3.24272 -0.87097 0.96190
H 3.64366 0.83346 -1.38423
H -0.50268 1.91407 0.73735
H 0.04374 -1.02187 0.15860
H 3.72552 -0.88694 -1.27836
H 0.59135 2.96696 0.53601
H 1.15358 1.57857 2.45146
H -1.10922 -4.38168 0.75261
H -1.98214 -0.80405 -2.60237
H -3.33443 -1.32689 -0.58534
H 0.52877 0.78245 -2.34119
H -1.45355 1.82331 -1.78235
H -0.50230 -1.33562 -3.40341
H 2.05886 1.32895 3.69048
H 0.05962 -0.41789 3.26433
H -0.96260 -1.87377 -1.89276
H -0.76902 -3.07178 0.16848
H 0.53462 3.43561 -3.07239
H 1.83557 1.25946 -0.23289
H 1.78175 2.48074 -2.79801
H -0.10180 -1.59595 4.25532
*
```

Summary:
molecular weight	213.3	g mol⁻¹
electronic energy	-21445.098	eV
SMILES string	CCC[C@@H](C)N.O.O.O.O.O.O.O
energy above the lowest of the compared OMol25 structures with the same formula, charge and spin	1.855	eV
LUMO	0.5	eV

Here are the natural (NBO) charges for atoms 1 to 8, given in e: -0.952 -0.998 -0.936 -0.994 -1.003 -0.978 -0.968 -0.895